[1]
Density functional theory data (ωB97M-V/def2-TZVPD) for a structure of composition C9H16Ag3BBr8F4O3.

Computed properties:
Energy above the lowest of the compared OMol25 structures with the same formula, charge and spin in kcal per mole: 42.0
E_LUMO in eV: -2.3
Total charge: 0
Electronic energy in eV: -599622.968

Atoms and positions in Å:
Ag 4.967 -0.350 -1.124
Ag 2.997 -0.897 2.095
Ag 3.677 2.408 1.931
C 5.864 0.311 1.654
O 5.331 -0.907 1.296
O 6.525 0.436 2.711
O 5.431 1.360 0.899
B 1.748 -0.003 -0.345
F 2.587 -0.664 -1.266
F 2.607 0.941 0.332
F 0.704 0.582 -1.008
F 1.279 -0.912 0.648
Br -1.047 2.692 3.983
C -1.349 0.819 4.342
C -0.182 -0.067 3.963
Br -0.507 -1.960 4.260
H -2.170 0.455 3.717
H -1.731 0.733 5.352
H 0.658 0.164 4.611
H -0.012 0.105 2.905
Br -2.491 1.534 -2.756
C -2.448 2.482 -1.069
C -3.762 2.416 -0.373
Br -3.603 3.482 1.291
H -1.969 3.453 -1.122
H -1.761 1.933 -0.422
H -4.058 1.429 -0.059
H -4.573 2.923 -0.880
Br -2.985 -1.611 1.052
C -1.639 -3.003 0.820
C -1.801 -3.793 -0.426
Br -0.299 -5.012 -0.651
H -1.631 -3.571 1.747
H -0.670 -2.508 0.844
H -1.795 -3.170 -1.317
H -2.683 -4.416 -0.534
Br 1.495 0.928 -6.299
C 0.322 0.968 -4.717
C -0.099 -0.368 -4.225
Br -1.294 -1.206 -5.495
H -0.502 1.525 -5.142
H 0.843 1.560 -3.978
H -0.702 -0.224 -3.331
H 0.729 -0.998 -3.915

Results of the Löwdin charge analysis, in e, for atoms 1 through 5: 0.84, 0.84, 0.83, -0.87, -0.29

---

[2]
Density functional theory data (ωB97M-V/def2-TZVPD) for a cluster of 2 separate species, C9H16BF3NO9S in total.

Computed properties:
E_LUMO in eV: 2.1
Total charge: -1
Electronic energy in eV: -49181.260

Atoms and positions in Å:
C 1.247 2.339 -0.754
C -0.032 2.037 -1.532
O -0.381 0.665 -1.504
C -1.460 0.349 -0.625
C -1.060 -0.197 0.721
O -0.783 -1.603 0.694
C 0.556 -1.944 0.946
C 1.422 -1.748 -0.307
O 0.687 -2.193 -1.419
C 1.416 -2.218 -2.588
N 2.620 -3.103 -2.495
S 2.981 -3.845 -3.907
O 4.333 -4.218 -3.889
O 2.005 -4.799 -4.206
F 2.839 -2.694 -4.935
H 2.115 2.158 -1.375
H 1.254 3.394 -0.510
H 1.291 1.741 0.143
H -0.835 2.681 -1.193
H 0.166 2.281 -2.573
H -2.118 1.195 -0.476
H -2.050 -0.421 -1.113
H -1.906 -0.059 1.377
H -0.262 0.384 1.163
H 0.948 -1.354 1.770
H 0.573 -3.002 1.174
H 1.677 -0.692 -0.378
H 2.340 -2.318 -0.164
H 0.763 -2.632 -3.345
H 1.683 -1.214 -2.914
H 3.429 -2.527 -2.275
B -3.505 3.340 4.745
O -2.727 2.136 5.170
C -2.122 1.621 4.122
O -1.413 0.649 4.117
C -2.467 2.470 2.899
O -2.071 2.267 1.778
O -3.257 3.447 3.272
F -3.039 4.471 5.393
F -4.855 3.157 4.992

Results of the Löwdin charge analysis, in e, for atoms 1 through 5: -0.07, -0.26, -0.15, -0.17, -0.18

---

[3]
Density functional theory data (ωB97M-V/def2-TZVPD) for a cluster of 3 separate species, C9H16BF6N4O6P in total.

Computed properties:
SMILES string: CCB([PH2]=O)C(=O)C(F)(F)C(F)(F)C(F)(F)C(=O)O.NC(N)=O.NC(N)=O
E_LUMO in eV: -1.2
Total charge: 0
Electronic energy in eV: -54101.838

Atoms and positions in Å:
C -0.677 1.345 0.100
C -0.853 0.225 1.284
B 0.356 -0.885 1.382
P 0.275 -2.139 2.857
O 1.632 -2.933 3.071
C 1.651 -1.009 0.360
O 2.855 -0.673 0.902
C 1.574 -1.537 -1.189
F 0.261 -1.256 -1.865
F 1.663 -3.043 -1.127
C 2.802 -1.045 -2.156
F 2.626 -1.794 -3.458
F 4.165 -1.465 -1.665
C 2.785 0.546 -2.550
F 1.891 0.791 -3.742
F 2.485 1.468 -1.431
C 4.335 0.929 -3.045
O 5.083 1.622 -2.184
O 4.885 0.590 -4.372
H -0.354 2.416 0.479
H -1.749 1.489 -0.404
H 0.049 1.047 -0.768
H -0.858 0.829 2.313
H -1.905 -0.323 1.189
H -0.844 -3.025 2.606
H -0.037 -1.348 4.056
H 5.641 -0.060 -4.160
C -0.637 5.343 -0.317
O -0.104 4.282 -0.030
N -1.080 6.208 0.613
N -0.828 5.741 -1.587
H -1.521 7.086 0.396
H -0.956 5.947 1.582
H -0.508 5.118 -2.318
H -1.264 6.610 -1.843
C -3.640 -4.438 2.018
O -2.544 -3.968 1.760
N -3.856 -5.761 2.133
N -4.731 -3.675 2.212
H -4.752 -6.167 2.345
H -3.061 -6.371 1.995
H -4.613 -2.674 2.135
H -5.643 -4.044 2.425

Results of the Löwdin charge analysis, in e, for atoms 1 through 5: -0.14, -0.20, -0.25, 0.77, -0.54

---

[4]
Density functional theory data (ωB97M-V/def2-TZVPD) for an isolated molecule of C9H16BN3O2.

Computed properties:
Energy above the lowest of the compared OMol25 structures with the same formula, charge and spin in kcal per mole: 0.0
SMILES string: CC1(C)OB(c2cncn2N)OC1(C)C
E_LUMO in eV: 0.5
Total charge: 0
Electronic energy in eV: -18836.606

Atoms and positions in Å:
B 0.823 -0.301 -0.157
C 3.239 -1.458 -0.183
C 4.495 0.243 0.095
C 2.346 -0.422 -0.111
C -1.336 -0.934 0.094
C -1.264 0.602 -0.242
C -1.617 -1.196 1.580
C -2.320 -1.745 -0.751
C -2.017 1.517 0.723
C -1.712 0.910 -1.677
N 4.523 -1.060 -0.050
N 3.261 0.752 0.071
N 2.896 2.084 0.184
O -0.007 -1.383 -0.153
O 0.134 0.889 -0.143
H 3.003 -2.493 -0.330
H 5.370 0.848 0.239
H -1.489 -2.259 1.774
H -2.630 -0.910 1.842
H -0.906 -0.655 2.202
H -2.334 -2.768 -0.385
H -2.023 -1.765 -1.795
H -3.323 -1.332 -0.668
H -1.908 2.544 0.382
H -1.606 1.453 1.727
H -3.072 1.267 0.738
H -1.572 1.970 -1.878
H -2.765 0.675 -1.801
H -1.122 0.343 -2.393
H 3.015 2.410 1.144
H 1.917 2.175 -0.079

Results of the Löwdin charge analysis, in e, for atoms 1 through 5: -0.59, -0.12, -0.18, 0.01, -0.46

---

Record order is preserved below.
Max |F|: 2.589; 1.715; 8.965; 3.462 eV/A
Record order is preserved below.
Highest occupied orbital energy: -8.39; -6.74; -9.02; -8.89 eV